A cluster of 7 separate species, C26H43ClO19P in total, computed with ωB97M-V/def2-TZVPD.

Results
- lowest unoccupied orbital energy (eV) = -3.41
- charge = +1
- multiplicity = 1
- HOMO level (eV) = -12.63
- DFT total energy (hartree) = -3247.4670

Atoms and positions in Å:
C  4.55091  4.25110  0.07841
C  3.24491  4.55031  -0.67464
C  2.83975  6.04842  -0.70500
C  1.34535  6.28612  -0.40915
C  0.44739  6.45683  -1.66445
C  -0.28927  5.14274  -1.96934
C  -1.47750  4.88471  -1.01996
C  -1.28835  3.57999  -0.20305
P  -2.60792  2.43665  -0.25816
O  -3.94928  2.96216  0.38703
Cl  -3.09883  1.92159  -2.07120
H  4.35591  3.84541  1.07329
H  5.14424  5.15669  0.21314
H  5.17361  3.53081  -0.45179
H  2.42835  3.97257  -0.23908
H  3.35932  4.20627  -1.70619
H  3.42576  6.59482  0.03623
H  3.10278  6.46936  -1.67769
H  0.99053  5.41928  0.14694
H  1.23178  7.15177  0.24626
H  -0.24971  7.28669  -1.53043
H  1.04698  6.70695  -2.54260
H  -0.61464  5.09852  -3.01149
H  0.43783  4.33691  -1.84502
H  -2.41789  4.87873  -1.57775
H  -1.55101  5.69738  -0.29741
H  -1.15543  3.79378  0.86386
H  -0.39687  3.01822  -0.49650
H  -2.23949  1.26395  0.39771
H  -3.87562  3.37336  1.26291
C  2.16103  1.13246  3.89299
C  1.51733  0.38863  2.73820
O  0.73586  1.43955  2.11695
C  1.28879  2.62207  2.44307
O  0.97121  3.66405  1.94060
O  2.21581  2.48313  3.39228
H  3.16089  0.78725  4.13383
H  1.54343  1.13130  4.79162
H  2.24046  0.01936  2.01570
H  0.86487  -0.42232  3.04233
C  1.03863  -5.02971  1.77097
C  1.04485  -4.23650  0.48177
O  1.48807  -2.93738  0.93277
C  2.18357  -3.10325  2.07054
O  2.82550  -2.24908  2.60496
O  2.05632  -4.36163  2.53796
H  1.30245  -6.07386  1.63143
H  0.09535  -4.95366  2.31390
H  1.75817  -4.60969  -0.24792
H  0.06864  -4.14608  0.01514
C  1.35447  -8.79263  -2.36090
C  0.73280  -8.33784  -1.05646
O  1.25650  -7.00295  -0.92405
C  1.58429  -6.55622  -2.16229
O  1.88097  -5.42607  -2.40100
O  1.52802  -7.54747  -3.06063
H  0.72398  -9.45367  -2.94732
H  2.33102  -9.25036  -2.20710
H  -0.35579  -8.28002  -1.10326
H  1.04119  -8.94200  -0.21080
C  -5.31030  -1.54678  -0.78015
C  -4.42168  -0.92689  0.28670
O  -3.92983  -2.06403  0.97986
C  -3.99247  -3.14313  0.14463
O  -3.49269  -4.19096  0.36498
O  -4.69478  -2.82079  -0.96734
H  -5.32286  -1.00844  -1.72423
H  -6.33266  -1.68987  -0.42826
H  -3.56369  -0.39823  -0.14210
H  -4.95419  -0.27309  0.97448
C  3.66679  -7.72064  2.32145
C  4.96423  -8.50618  2.41597
O  4.61741  -9.74024  1.77207
C  3.58191  -9.51940  0.94625
O  3.15746  -10.28929  0.14386
O  3.06775  -8.28091  1.14282
H  3.80480  -6.65073  2.18965
H  3.00501  -7.90577  3.16905
H  5.77400  -8.03920  1.85459
H  5.28920  -8.70781  3.43195
C  -5.22263  6.28602  -2.90199
C  -5.81459  6.74917  -1.58035
O  -5.68098  8.16364  -1.67225
C  -5.61581  8.51316  -2.98561
O  -5.66607  9.61842  -3.39806
O  -5.47868  7.39678  -3.75229
H  -5.69445  5.39558  -3.31040
H  -4.14085  6.13523  -2.84212
H  -6.87229  6.49511  -1.49015
H  -5.27938  6.39177  -0.70319

Atoms 1-6, force components in eV/Å:
0.0 0.0 0.1
0.2 0.2 -0.4
-0.1 -0.3 0.3
-0.1 0.3 -0.5
0.2 -0.4 0.1
0.0 0.2 -0.1

***

A structure of composition C26H43CrN4OSi, computed with ωB97M-V/def2-TZVPD.

Results
- lowest unoccupied orbital energy (alpha / beta) (eV) = -2.32 / -2.57
- charge = +1
- multiplicity = 5
- HOMO level (alpha / beta) (eV) = -10.34 / -11.06
- DFT total energy (hartree) = -2644.7048
- ⟨S²⟩ = 6.01

Atoms and positions in Å:
Cr  -1.07022  -1.13011  0.37917
C  -3.38200  -2.52650  2.55081
C  -3.67595  -2.39387  1.05076
N  -2.51760  -2.68121  0.16393
C  -2.93894  -2.74301  -1.26742
C  -1.84153  -2.24899  -2.20749
N  -1.20010  -1.00694  -1.71307
C  -1.75137  0.27584  -2.24486
C  -3.14246  0.66254  -1.72994
C  -3.18447  1.42333  -0.40059
N  -2.31139  0.83467  0.62489
C  -2.81002  0.86322  2.00214
C  -1.78254  0.24134  2.94103
N  -1.27803  -1.08316  2.48695
C  -1.95636  -2.27199  3.04746
H  -3.63185  -3.53790  2.87690
H  -4.08223  -1.87147  3.07328
H  -3.98412  -1.37633  0.80798
H  -4.51481  -3.04593  0.79699
H  -2.12687  -3.58460  0.41948
H  -3.83069  -2.12872  -1.36191
H  -3.22861  -3.75929  -1.53804
H  -2.25593  -2.11653  -3.21036
H  -1.05672  -3.00342  -2.28016
H  -0.22222  -1.02267  -2.01296
H  -1.77109  0.21003  -3.33480
H  -1.02145  1.04653  -1.98465
H  -3.77582  -0.22291  -1.66384
H  -3.60900  1.29544  -2.48712
H  -4.20949  1.42886  -0.02578
H  -2.91127  2.46917  -0.56925
H  -1.40259  1.29317  0.59652
H  -3.75910  0.32421  2.03848
H  -3.01459  1.87812  2.36255
H  -2.19892  0.16683  3.94852
H  -0.91353  0.89915  2.99008
H  -0.30105  -1.12458  2.76680
H  -1.98546  -2.21243  4.13855
H  -1.32365  -3.12564  2.79853
C  3.03561  0.48494  2.54059
C  3.28572  -0.06830  1.13019
C  3.25230  -1.60165  1.19104
C  4.66824  0.38218  0.64284
Si  1.90695  0.57148  0.01609
O  0.47139  0.02075  0.52383
C  1.91877  2.45192  0.04380
C  2.97150  3.21928  -0.47661
C  2.95358  4.60712  -0.42777
C  1.88151  5.27066  0.15392
C  0.83599  4.53848  0.69581
C  0.86449  3.15012  0.64010
C  2.12693  -0.04945  -1.75806
C  1.97835  -1.42342  -2.01161
C  2.07693  -1.95077  -3.29319
C  2.32684  -1.10717  -4.36819
C  2.46935  0.25502  -4.15001
C  2.36562  0.77462  -2.86379
H  3.80820  0.13134  3.23193
H  2.06656  0.15717  2.93492
H  3.04741  1.57782  2.55769
H  3.95391  -1.95862  1.95340
H  3.54902  -2.05345  0.24299
H  2.25811  -1.97992  1.45463
H  5.44732  -0.06589  1.26919
H  4.78813  1.46536  0.70673
H  4.85934  0.07528  -0.38929
H  3.82793  2.73139  -0.92780
H  3.77989  5.17209  -0.84039
H  1.86684  6.35223  0.19293
H  0.00640  5.04845  1.17030
H  0.05978  2.59163  1.10778
H  1.78634  -2.10194  -1.18471
H  1.96988  -3.01699  -3.45335
H  2.40973  -1.51067  -5.36942
H  2.65520  0.91861  -4.98546
H  2.44392  1.84602  -2.73057

Atoms 1-6, force components in eV/Å:
0.3 0.3 -0.1
0.0 0.0 0.0
0.2 0.0 -0.1
-0.2 -0.1 -0.1
0.0 0.0 0.1
0.0 0.1 0.1

***

A structure of composition C26H43F5MnP2, computed with ωB97M-V/def2-TZVPD.

Results
- lowest unoccupied orbital energy (alpha / beta) (eV) = -4.19 / -3.46
- charge = +1
- multiplicity = 5
- HOMO level (alpha / beta) (eV) = -9.06 / -9.45
- DFT total energy (hartree) = -3349.0107
- ⟨S²⟩ = 6.37
- relative energy (zero: lowest compared OMol25 entry of this formula, charge and spin) (kJ/mol) = 718.96

Atoms and positions in Å:
Mn  -0.40703  0.01740  0.65409
C  -0.49022  -1.79880  1.96561
C  0.93026  -2.06083  1.74954
C  0.73866  -0.56184  3.49768
C  -0.58049  -0.87610  3.09854
C  1.65959  -1.28573  2.68849
C  -1.59014  -2.77559  1.66600
H  -1.45275  -3.28750  0.69967
H  -2.56878  -2.27170  1.66012
H  -1.63508  -3.56730  2.43497
C  -1.75338  -0.88502  3.99431
H  -2.67949  -1.12101  3.45969
H  -1.87475  0.06705  4.50302
H  -1.64314  -1.64820  4.78093
C  1.12110  0.13959  4.74942
H  1.21918  -0.57639  5.57891
H  0.35968  0.87214  5.02702
H  2.07418  0.67026  4.65641
C  3.10721  -1.43166  3.00096
H  3.25166  -1.99166  3.94201
H  3.59636  -0.45457  3.13369
H  3.64349  -1.97743  2.21539
C  1.47892  -3.25433  1.05388
H  1.74162  -4.04512  1.77386
H  2.39359  -3.00389  0.50352
H  0.76338  -3.69055  0.35336
C  -1.79951  0.84542  -3.43450
C  -1.78747  -0.53307  -3.25825
C  -1.06693  -1.40514  -4.24847
C  0.42546  -1.04471  -4.48418
C  1.11313  -0.37101  -3.33478
C  1.25506  0.97041  -3.29014
C  0.48379  1.93176  -4.15646
C  -1.00323  1.55579  -4.48203
H  -1.58938  -1.28915  -5.21743
H  0.49774  -0.40516  -5.38236
H  -1.16543  -2.45725  -3.95724
H  -1.03589  0.97961  -5.42610
H  -2.57023  1.46199  -2.95882
H  -2.60691  -1.08586  -2.79771
H  -1.51980  2.51745  -4.64642
H  0.50361  2.92358  -3.66521
H  2.04682  1.42690  -2.69309
H  0.99476  2.06896  -5.12309
H  0.94251  -1.98924  -4.70770
H  1.73348  -1.01359  -2.71740
P  -1.68809  0.09361  -1.07786
P  1.62762  1.19236  0.42041
C  -0.62256  1.73601  -1.19594
C  0.63551  2.37888  -0.56831
H  -1.35424  2.53536  -1.36160
H  -0.20677  1.43410  -2.15412
H  1.30422  2.77757  -1.33963
H  0.34082  3.21966  0.06550
C  2.58746  2.20851  1.53266
H  3.03681  1.58294  2.31027
H  1.92377  2.92967  2.02398
H  3.37586  2.76309  0.98917
C  2.81683  0.17986  -0.51199
H  3.30310  0.72893  -1.33087
H  2.31242  -0.71145  -0.92781
H  3.58378  -0.20103  0.18770
C  -3.45634  0.19019  -0.85601
H  -3.78912  -0.60270  -0.16838
H  -3.96004  0.05277  -1.82771
H  -3.76095  1.15515  -0.42493
C  -0.78866  -1.52530  -1.16339
H  -0.21740  -1.84896  -0.28232
H  -0.05300  -1.52621  -1.98892
H  -1.55365  -2.28433  -1.36874
F  -1.85307  2.78471  0.85570
C  -1.56681  1.80546  1.80587
F  -2.78332  1.17685  2.07212
C  -1.20687  2.64133  3.04763
F  -1.93386  3.79259  3.11083
F  -1.41264  2.01925  4.23892
F  0.10396  3.03218  3.02806

Atoms 1-6, force components in eV/Å:
0.5 0.3 5.4
0.6 0.5 0.9
-0.4 0.7 1.3
-0.5 -0.4 -0.6
1.3 -1.5 -0.8
-1.0 -0.5 -0.6